*w*
A structure of composition C25H15F12N3O6Pt, computed with ωB97M-V/def2-TZVPD.

```
! RIJCOSX wB97M-V def2-TZVPD def2/J DEFGRID3
* xyz -2 1
F -2.9603 2.8457 -2.3356
C -0.8780 1.6559 -2.1078
F -0.3961 1.4522 -4.5207
C 3.3728 4.0052 -3.4748
H 1.1873 0.5747 6.4516
F 2.3433 -3.6945 0.7909
H 2.6872 4.6919 -3.9748
C 2.6026 1.8613 -0.4384
H 1.1558 2.7368 1.6968
C 2.3619 -2.4510 1.3084
F -1.3132 3.7040 -3.4108
C 2.6474 3.1496 -2.4693
C -3.8546 -3.4498 -1.2891
F -0.0200 -4.1348 2.1562
H 4.1537 4.6005 -2.9963
F -1.3787 3.8312 -1.2530
H 3.8522 3.4014 -4.2518
C 0.3572 -3.0046 2.7718
H -5.9884 -2.4273 -1.5206
H 0.8370 3.1355 -3.5594
O -5.0296 -5.3852 -1.9122
C 0.9462 -1.9764 1.7456
C 1.6084 1.8905 3.6046
H -2.3759 -5.1043 -1.4418
C -1.6417 3.0115 -2.2852
H 1.5739 -1.3755 4.3080
C -5.0976 -4.1858 -1.6766
Pt -0.8259 -0.5538 -0.2230
C 1.7209 0.7292 4.3610
H 2.4648 1.7406 6.1104
O -5.7610 -1.1947 -1.1458
C -3.5935 -2.1032 -0.9144
C 1.1191 -0.5760 2.3749
C 1.0302 0.6090 1.6088
F -0.7255 -2.4996 3.3718
F 2.8532 -1.6386 0.3671
F 1.2033 -3.4083 3.7573
C 1.2552 1.4814 -0.6260
O -4.2351 -0.0144 -0.0089
C 1.3305 2.7683 -2.6712
C 1.4718 -0.4746 3.7211
O 0.1419 -2.1018 0.6546
H 4.3127 2.9277 -1.1260
C 2.0648 0.7652 5.8274
C 3.2745 2.6746 -1.3224
C -0.9698 0.8488 -3.4474
F 3.2665 -2.4751 2.3136
C -4.5919 -0.9762 -0.6611
F -2.2430 0.6140 -3.7907
O -1.6179 1.0238 -1.1616
H 1.7702 2.8584 4.0694
H -0.7599 -3.2579 -0.6183
C 0.6090 1.9574 -1.7937
F -0.3609 -0.3393 -3.3296
C -2.6296 -4.0764 -1.2519
H 3.1235 1.4728 0.4268
O -6.1914 -3.4943 -1.7642
N 0.6679 0.6252 0.2734
N -1.7211 -3.1559 -0.9303
H 2.8127 0.0102 6.0797
C 1.2666 1.8270 2.2724
N -2.2853 -1.9521 -0.7185
*
```

Orbital gap, eV: 6.31
Highest occupied orbital energy, Ha: -0.072
Molecular weight, g mol⁻¹: 876.5

---

*x*
A structure of composition C25H15F12N3O6Pt, computed with ωB97M-V/def2-TZVPD.

```
! RIJCOSX wB97M-V def2-TZVPD def2/J DEFGRID3
* xyz -2 1
C 3.9179 -0.9343 -0.6529
C 4.6959 -1.8319 -1.3512
C 4.3399 3.0726 0.5298
C 3.7066 2.0491 -0.1362
H 4.3577 4.6084 3.5421
H -1.2811 -2.2559 0.5817
C -3.1931 -0.0231 -0.3245
H 5.5502 4.7582 2.2484
H 4.0390 5.6609 2.1673
H 5.2237 3.5261 0.0902
C 4.2927 -2.2955 -2.5977
O -2.4425 2.0936 -1.0568
H 2.7962 -2.1713 -4.0777
F 2.1964 -0.2513 3.4734
F -1.4323 1.8651 2.9530
C -5.6417 -1.0614 -0.0111
Pt 0.0152 0.0667 -0.2921
N 1.9500 0.4405 -0.4020
C 1.2467 0.6797 3.6655
F 1.7651 1.5670 4.5498
F 1.4680 1.9772 -2.7365
H 2.3042 3.3110 3.1670
F 0.2311 0.0823 4.3076
C 5.1082 -3.2958 -3.3754
O -6.2148 -2.0880 0.3311
O -4.6490 1.7198 -0.9639
C -4.1455 -1.0249 0.0150
F -0.5274 3.0212 1.3704
F -0.7347 -0.9210 -4.6514
H 6.1104 -3.3942 -2.9538
C 4.4803 4.7037 2.4614
H 4.2299 -0.5967 0.3272
C -3.4026 -2.1009 0.4386
C 0.8001 1.2707 2.2920
C 2.6958 2.9429 2.2304
F 2.4936 1.0305 -4.3835
H 4.0847 1.7218 -1.0961
H 4.6476 -4.2879 -3.3659
C 2.2777 -0.9104 -2.4241
C 0.4859 -1.2590 -4.2366
C -3.4137 1.3883 -0.8612
C 2.7031 -0.4380 -1.1601
O -0.1156 -0.2565 -2.2695
H -5.5166 0.8197 -0.6503
F 0.4150 -2.5492 -3.8543
N -1.9700 -0.4974 -0.1140
C 1.3317 1.0472 -3.6781
O 0.1850 0.2127 1.7013
O -6.2517 0.0139 -0.3978
C 2.5496 1.4141 0.3638
F 0.0662 3.3357 3.4270
H 5.2133 -2.9984 -4.4214
C 3.8397 3.5484 1.7374
C 2.0367 1.8874 1.5955
H 5.6230 -2.1898 -0.9128
F 0.3856 1.4811 -4.5317
F 1.2758 -1.2263 -5.3453
H -3.7207 -3.0662 0.7906
C 0.9838 -0.3545 -3.0635
C 3.0901 -1.8191 -3.1000
N -2.1172 -1.7463 0.3505
C -0.2795 2.3841 2.5117
*
```

Orbital gap, eV: 6.22
Highest occupied orbital energy, Ha: -0.070
Molecular weight, g mol⁻¹: 876.5

---

Most stable = *w*

---

*w*
A cluster of 2 separate species, C6H15N4 in total, computed with ωB97M-V/def2-TZVPD.

```
! RIJCOSX wB97M-V def2-TZVPD def2/J DEFGRID3
* xyz 1 1
C -0.8271 2.6923 -0.3305
N 2.0180 -4.0815 0.2144
H -0.5934 3.6093 -0.8892
N -0.7901 0.3731 -0.4243
H -0.5179 -0.5697 -1.0725
H -1.3642 -0.5346 1.7549
H 2.9870 -4.3977 0.0554
H 1.3048 2.5154 0.2254
N 1.8261 -3.1585 -0.7422
H -1.8352 2.7383 0.3570
H -0.0897 1.7531 -2.0748
H -0.1453 -1.6460 -2.6448
H -1.7770 1.6988 -1.9087
H -1.0144 1.0502 2.4258
C -0.6074 0.2327 2.0105
C -0.8563 1.5245 -1.3111
H 0.1294 2.5641 1.7480
C 0.8974 -2.5788 -1.1914
N 0.0742 -1.8239 -1.6928
C 0.0688 0.7474 0.7299
H -1.5626 0.0536 0.0819
H 1.4729 -4.8735 0.4158
C 0.2728 2.2906 0.7049
H -0.0363 -0.3007 2.7810
H 0.9654 0.1215 0.7773
*
```

Orbital gap, eV: 9.90
Highest occupied orbital energy, Ha: -0.462
Molecular weight, g mol⁻¹: 143.2

---

*x*
The ion C6H15N4 with charge +1, computed with ωB97M-V/def2-TZVPD.

```
! RIJCOSX wB97M-V def2-TZVPD def2/J DEFGRID3
* xyz 1 1
H -1.6394 -1.2217 0.0295
H -2.3382 0.9271 -1.6866
H 0.9593 0.8875 2.6862
H 1.7164 -2.6365 -0.5651
N -1.6075 0.8686 0.5550
H -1.6930 -0.2287 -2.4609
C -1.0146 0.5168 1.8865
H 1.8337 -0.7205 1.8400
C 2.2868 -1.7821 -0.4217
H -1.4395 1.1279 2.6199
C 1.1091 0.2137 -0.9788
H 1.7660 1.8663 -1.9688
H -3.1560 -0.5542 -1.4593
C 1.0129 1.1932 -1.8608
N 1.0624 -0.4192 1.2407
N 1.4771 -0.5532 -0.0864
C 0.4711 0.8479 1.8060
H -2.5309 1.2678 0.7677
H -1.2572 -0.6353 2.0898
N -1.4337 -0.2597 -0.2606
C -2.1263 -0.1035 -1.5224
H 0.7185 1.5494 1.0564
H 2.8833 -1.5964 -1.3684
H 2.7310 -1.9232 0.5453
H 0.2088 1.3679 -2.4832
*
```

Orbital gap, eV: 8.83
Highest occupied orbital energy, Ha: -0.434
Molecular weight, g mol⁻¹: 143.2

---

Most stable = *w*

---

*w*
A structure of composition C54H62GeMgN9, computed with ωB97M-V/def2-TZVPD.

```
! RIJCOSX wB97M-V def2-TZVPD def2/J DEFGRID3
* xyz 0 2
H 4.7155 0.0064 3.6580
H 0.3233 -7.2425 2.4782
C -0.8921 -5.4790 2.0626
H 0.5860 3.9375 -4.1763
C -2.6797 -1.3096 -3.9498
C 1.8566 4.7702 1.8523
H -3.5359 -6.9981 -1.5618
H -3.9596 -4.7320 -0.6394
H -4.2734 -3.7687 -5.8015
C 0.8177 3.1735 3.3991
C 3.4298 -0.4308 2.0252
C -1.9527 -1.6938 -2.7487
C 1.7655 -1.8761 1.5563
C 2.2460 4.9571 4.2843
C 0.2188 -6.4769 1.7069
H -0.2283 -1.4241 3.6552
H 5.8214 0.2876 0.8086
C 1.2475 4.1570 0.8011
H 4.3997 1.3708 2.6069
C -2.5416 1.2382 2.7893
C 0.2602 2.4827 2.2737
C -3.1121 2.3799 2.2199
H 1.1537 -3.6883 2.4499
H -2.8162 -3.9431 -4.8085
H -5.2201 0.2272 4.6320
C -3.8473 -2.0488 -4.5287
H -1.8341 -6.0187 2.1737
C -1.9768 -4.3387 0.0254
C -2.0692 -0.1896 -4.4253
H 3.2540 -3.5881 3.1862
C -5.1834 1.9684 3.3773
H 3.7781 1.7277 0.4325
C -2.6961 -6.3414 -1.3262
H 4.5361 -2.4396 3.5092
C 2.9180 -1.6338 2.4034
H -0.6347 -0.1251 4.7998
C 2.3584 3.3415 -5.2556
C 1.6514 4.3026 3.1767
N -0.9256 -0.8312 -2.5203
C 0.4616 2.9996 1.0156
C 5.9105 0.0139 1.8618
C -3.3235 0.4637 3.6478
H -4.4461 -1.3636 -5.1314
C -0.1581 1.2258 -3.5894
H -2.5175 2.9988 1.5541
H -1.8739 -6.9572 -0.9563
H 3.9327 3.7563 -0.5602
H -0.4514 0.4545 -6.5805
H 0.9875 -0.1993 4.0544
C 4.6007 0.2969 2.6115
N -3.6697 1.3841 -1.3080
H -1.5958 -0.7774 -7.1097
C -4.6326 0.8300 3.9491
C -3.1558 -0.1700 -0.1047
C 2.9311 1.1282 0.1198
N 1.1927 0.8952 -1.5777
H -3.1975 -1.0455 0.5247
H 6.7395 0.5761 2.2959
H 6.0069 3.5191 -1.9278
H 3.4305 3.2323 -5.0803
H 5.3154 1.9220 -1.5981
H -2.7926 -2.8973 -6.2274
C -0.9796 0.1047 -3.5081
C 2.8607 -2.2797 4.8544
H -4.4912 -2.4054 -3.7215
H 2.4986 5.6312 1.6972
H -0.6718 -5.0195 3.0293
N -2.0458 0.5522 -0.3278
C 2.6262 0.0262 0.9078
C 0.8534 1.5905 -2.7003
H -2.3383 1.6737 -5.4226
C 0.9173 -2.9745 1.6687
H 0.0272 2.5031 0.1518
C 3.8477 3.5283 -1.6266
H -2.9068 -0.4359 4.0912
C -2.4114 0.6064 -5.6471
H 3.0295 -1.2420 5.1499
H -3.4490 0.4130 -5.9241
H -3.3981 -5.7932 0.6382
C 2.6547 2.6564 -1.8642
Ge -0.6756 0.7407 2.3751
H 2.2150 4.0925 -6.0352
H 1.3873 4.5254 -0.2097
H 5.0950 2.6637 -3.1819
H -5.3300 2.2923 -1.7920
H 6.1563 -1.0490 1.9074
C -3.4100 -3.2381 -5.3943
H 1.1779 -5.9677 1.5947
H 3.3194 -2.9265 5.6046
C 2.0058 4.5392 5.5606
C 5.1468 2.8711 -2.1112
H -2.3636 -5.8610 -2.2485
C -4.4203 2.7435 2.5103
N -4.2100 0.3383 -0.7256
H 1.9813 2.3855 -5.6253
H -1.7509 0.8811 -7.7082
C 2.2873 1.5112 -1.0541
C -3.0919 -5.2902 -0.2802
H -0.0033 -6.9725 0.7598
H 3.7132 4.4803 -2.1451
H 2.4680 5.0463 6.3983
H -4.8467 3.6368 2.0675
N 1.6088 -0.8552 0.6648
N -4.3899 2.2051 -2.1501
C -2.2980 -2.7628 -1.9201
C 1.6401 3.7479 -3.9625
H 0.9050 3.1567 6.8090
H 1.7835 -2.4560 4.8618
C 3.4504 -2.5505 3.4646
H -3.1436 -3.3646 -2.2341
C -0.0777 -0.3702 3.8941
N -0.5977 -2.4976 -0.1842
C -1.6582 -3.1485 -0.7437
C 1.1238 3.4612 5.7928
N -2.4047 1.5606 -1.1056
H -6.2035 2.2528 3.6074
C -0.1904 -3.2535 0.8751
C -1.0533 -4.4124 1.0237
H -0.3173 1.8834 -4.4369
C -1.4977 0.2749 -6.8356
C 0.5432 2.8068 4.7440
H -0.1697 2.0169 4.9294
H -3.9041 3.0865 -2.2317
H 2.0617 4.6874 -3.6000
H 2.8923 5.8081 4.0967
Mg 0.0199 -0.5690 -0.6766
C 1.7492 2.7174 -2.8810
*
```

Orbital gap (spin up / spin down), eV: 5.77 / 5.56
Highest occupied orbital energy (spin up / spin down), Ha: -0.233 / -0.233
Molecular weight, g mol⁻¹: 934.1

---

*x*
A structure of composition C54H62GeMgN9, computed with ωB97M-V/def2-TZVPD.

```
! RIJCOSX wB97M-V def2-TZVPD def2/J DEFGRID3
* xyz 0 2
H -0.8178 2.8753 3.8166
H 2.3696 0.5646 -4.8326
H -2.9376 -0.0254 -5.2037
C 1.0736 -5.5287 2.4452
N -0.3291 -0.3005 2.8048
N -1.4135 -0.6614 -1.1238
Ge 1.7848 -0.0459 -2.1114
H -5.1011 -0.3328 -3.9772
H 2.3777 1.4351 -7.1102
H 0.9954 -3.2082 3.8746
H -0.4779 -5.3619 3.9566
H 0.1944 4.5939 -1.0675
C 5.6619 1.0291 -0.8126
H -2.5522 4.4885 -1.7301
H -1.4584 0.7993 7.1490
C 0.2077 1.5740 5.9947
H 4.8986 1.6770 3.0940
Mg -0.4260 -0.3516 0.7043
H 0.6050 -1.0700 -4.1056
C -1.2952 2.3752 1.8233
C -1.5027 -1.8240 -1.8257
C 0.1098 -2.3325 6.7792
C 1.4592 3.3205 -6.5820
C -1.0131 -3.0522 -1.3885
C 0.0594 -4.6310 0.2578
H -1.7223 -6.7643 0.4561
C -1.9612 2.1603 -0.2438
N 3.9051 1.8636 3.1768
H 1.1982 -2.3412 -3.0375
C -1.9866 0.3041 -1.9003
C -1.8451 3.6574 1.4328
C 1.4225 2.2987 -3.9559
H 3.7346 1.9451 -0.9632
C -2.2639 3.5213 0.1437
H 1.4685 3.6996 -7.5956
C -4.4773 4.2939 -0.7754
C 1.9495 1.5413 -5.0333
C -0.3834 0.8296 3.5573
H -0.6574 -1.6861 7.2074
C 5.8232 -1.2335 -1.5959
C -1.4197 -6.5025 -0.5584
C -0.4118 -3.3253 -0.1656
C 0.0103 -6.1361 3.3632
H 7.4732 -0.1248 -0.7914
C -1.1380 1.7418 6.7034
C -2.2188 1.6109 -1.4961
H 6.4103 -2.1244 -1.7798
H 0.6967 -6.6095 -0.1766
N -1.3671 1.4992 0.7841
C -2.5046 -2.6410 -4.1165
H -2.7274 -3.5824 -3.6086
C 4.4712 -1.2148 -1.9175
H 6.1268 1.9114 -0.3892
C 0.5271 3.9682 -1.8854
H -1.9105 5.7652 1.6928
H 0.1637 5.4312 -3.3905
H -1.1586 -1.9480 -5.6762
H -1.7322 -3.6033 -5.9050
N -0.2293 -2.4161 0.8311
C 0.5110 4.4295 -3.1651
C 0.9611 3.6075 -4.2310
C 0.1523 0.5756 4.8827
H 0.9648 1.2663 6.7192
C -2.1617 -1.5952 -3.0969
H -0.7631 -6.6364 2.7792
C -0.0209 -5.8810 -0.5610
H -2.1608 -5.8039 -0.9480
N 3.2682 0.9757 2.3222
H 1.5365 -6.3200 1.8507
H -2.6513 1.4764 -4.3585
C 0.3051 -3.0926 1.8861
C 4.3139 1.0438 -1.1359
C 0.2467 -1.2561 3.5749
C -2.9651 4.5233 -0.7176
C 0.5514 -0.7254 4.8925
C -1.9253 4.8657 2.3130
C 1.3697 1.7999 -2.6140
H 0.6111 5.0910 -5.7560
H 0.5348 2.5411 5.6032
C 3.6962 -0.0761 -1.6994
H -1.4488 -7.4069 -1.1672
H -3.1895 5.7382 3.8595
H 1.6471 -0.8210 6.7094
H -3.4278 -2.3479 -4.6224
C 0.5441 -2.5483 3.1439
N 2.2190 1.3109 1.6499
H -2.7650 5.5289 -0.3390
H -5.0845 1.2157 -4.8281
H -1.0346 4.9169 2.9443
H -4.7032 3.3015 -1.1676
H -1.9124 2.0498 5.9994
C -3.1772 4.8745 3.1932
C -3.1118 0.4902 -4.2563
C 6.4204 -0.1124 -1.0414
H 0.5691 -2.8996 7.5896
C -1.4104 -2.8755 -5.1588
H 0.8900 2.2937 -0.5932
N 3.6545 -0.2715 2.2048
C 0.9787 4.0900 -5.5633
C 0.5170 -4.4837 1.5300
N 1.8548 0.2080 1.0189
C 1.9664 2.0325 -6.3069
C -4.6166 0.6435 -4.0260
H 0.4466 -6.8664 4.0458
H -0.4972 -3.2466 -4.6933
C 1.1494 -1.5059 6.0193
H 2.7181 -1.7420 0.9920
H 2.3337 -1.5055 -4.1178
H -4.9158 4.3590 0.2210
C -2.4333 -0.2636 -3.1556
H -1.1321 -3.8887 -2.0665
C 1.4475 -1.3843 -3.4929
H -0.3904 -3.0354 6.1113
H -1.0794 2.4896 7.4951
H -4.8156 1.1531 -3.0822
H -2.6804 2.2663 -2.2251
C 0.9418 2.6409 -1.6193
C 2.7376 -0.7338 1.3643
H 0.2805 -5.6664 -1.5901
C -0.8289 2.0636 3.0992
H 4.0202 -2.1060 -2.3395
H 1.8728 -5.0960 3.0523
H -3.2280 3.9716 3.8032
H 1.9286 -2.1686 5.6335
H -4.0786 4.9064 2.5801
H -4.9648 5.0326 -1.4125
H 3.6756 2.7938 2.8441
*
```

Orbital gap (spin up / spin down), eV: 5.79 / 5.66
Highest occupied orbital energy (spin up / spin down), Ha: -0.232 / -0.232
Molecular weight, g mol⁻¹: 934.1

---

Most stable = *x*

---

*w*
A cluster of 3 separate species, C4H9I2N in total, computed with ωB97M-V/def2-TZVPD.

```
! RIJCOSX wB97M-V def2-TZVPD def2/J DEFGRID3
* xyz 0 1
N 2.3801 -0.9916 -0.0587
C 0.4768 0.8522 2.0509
I 0.6191 -2.9868 1.4722
H 2.9348 -0.9470 0.8721
H -0.6037 0.8779 1.9373
C 1.2340 1.2948 0.7427
C 1.2882 -1.5991 -0.0213
H 3.5202 -1.1602 4.6248
H 1.1381 2.0886 -1.2462
H 0.7928 1.5599 2.8208
H 1.0447 -0.1264 2.3399
I 4.4849 -1.6954 3.4063
H -0.4381 1.8319 -0.4453
C 0.5864 1.7834 -0.2964
H 0.7059 -1.5801 -0.8424
H 2.2468 1.0471 0.7499
*
```

Orbital gap, eV: 9.41
Highest occupied orbital energy, Ha: -0.338
Molecular weight, g mol⁻¹: 324.9

---

*x*
A structure of composition C4H9I2N, computed with ωB97M-V/def2-TZVPD.

```
! RIJCOSX wB97M-V def2-TZVPD def2/J DEFGRID3
* xyz 0 1
I -0.5574 2.6760 -1.6264
H -1.9608 -0.0419 -0.8780
H -0.5734 1.0782 0.8685
H -1.0784 -1.5143 -0.5469
H 1.2791 0.0245 2.2201
H 1.8011 0.8598 -0.2893
H -2.2985 -0.7901 0.5253
H 0.9945 0.7841 -2.6513
N 0.3540 0.8934 -1.8549
H -0.3064 -0.5705 2.4262
H 0.7251 -1.4852 1.6604
C 0.9120 0.4453 -0.6321
C -0.2026 0.1921 0.5148
C -1.4722 -0.5878 -0.1104
I 1.9237 -1.4642 -1.3508
C 0.4603 -0.4994 1.7245
*
```

Orbital gap, eV: 8.73
Highest occupied orbital energy, Ha: -0.330
Molecular weight, g mol⁻¹: 324.9

---

Most stable = *x*